[1]
{
  "formula": "C5H9ClOS",
  "method": "the ωB97M-V functional and the def2-TZVPD basis",
  "charge": 0,
  "homo_lumo_gap_ev": 9.5812,
  "de_lowest_kj_mol": 60.88,
  "largest_force_ha_per_bohr": 0.0552,
  "e_tot_ha": -1129.48330,
  "smiles": "CSCO/C(C)=C\\Cl",
  "elements": ["C", "S", "C", "O", "C", "C", "C", "Cl", "H", "H", "H", "H", "H", "H", "H", "H", "H"],
  "positions_angstrom": [[1.281, 2.249, 1.365], [2.364, 1.235, 0.331], [1.177, 0.387, -0.774], [0.646, -0.714, -0.081], [-0.665, -1.071, -0.343], [-1.312, -1.787, 0.762], [-1.268, -0.990, -1.558], [-0.704, -0.555, -3.132], [1.790, 3.110, 1.718], [0.786, 1.712, 2.239], [0.419, 2.588, 0.775], [0.415, 1.112, -1.140], [1.726, 0.005, -1.622], [-1.436, -1.097, 1.602], [-2.284, -2.214, 0.481], [-0.620, -2.651, 0.999], [-2.314, -1.319, -1.621]],
  "mulliken_charge": [-0.803, -0.078, -0.698, -0.314, 0.777, -1.105, -0.388, -0.169, 0.351, 0.246, 0.244, 0.391, 0.389, 0.261, 0.358, 0.270, 0.269]
}

---

[2]
{
  "formula": "C11H29AsO5PRuS2",
  "method": "the ωB97M-V functional and the def2-TZVPD basis",
  "charge": 2,
  "s2": 0.76,
  "homo_lumo_gap_ev": [7.6239, 8.0257],
  "de_lowest_kj_mol": 32.92,
  "multiplicity": 2,
  "largest_force_ha_per_bohr": 0.0187,
  "e_tot_ha": -4280.62058,
  "elements": ["Ru", "C", "O", "C", "C", "O", "C", "H", "H", "H", "H", "H", "H", "H", "H", "H", "H", "C", "C", "O", "P", "S", "S", "O", "C", "C", "H", "H", "H", "H", "H", "H", "H", "H", "H", "H", "C", "As", "C", "C", "O", "H", "H", "H", "H", "H", "H", "H", "H", "H"],
  "positions_angstrom": [[0.907, 0.037, 0.239], [2.714, -1.072, -1.944], [2.694, -0.147, -0.832], [3.771, -0.345, 0.126], [3.312, -1.363, 1.125], [2.163, -0.738, 1.742], [1.553, -1.532, 2.788], [3.722, -1.088, -2.352], [2.027, -0.679, -2.688], [2.411, -2.067, -1.623], [3.902, 0.624, 0.602], [4.699, -0.620, -0.374], [4.083, -1.575, 1.867], [2.992, -2.298, 0.661], [2.338, -1.813, 3.486], [1.077, -2.410, 2.361], [0.829, -0.891, 3.282], [-3.284, 2.970, 3.218], [-2.717, 3.468, 1.919], [-1.266, 3.184, 1.906], [-0.483, 2.564, 0.731], [1.351, 2.038, 1.318], [-1.248, 0.787, 0.065], [-0.505, 3.636, -0.393], [-0.069, 3.487, -1.782], [-1.225, 3.799, -2.693], [-4.346, 3.212, 3.258], [-2.790, 3.448, 4.062], [-3.172, 1.890, 3.309], [-2.800, 4.546, 1.809], [-3.172, 2.986, 1.052], [0.307, 2.472, -1.925], [0.755, 4.186, -1.901], [-2.051, 3.105, -2.533], [-0.900, 3.721, -3.730], [-1.584, 4.813, -2.523], [-2.303, -2.827, 0.417], [-0.809, -2.754, -0.763], [-1.226, -1.911, -2.426], [-0.211, -4.525, -1.096], [0.494, -1.929, 0.003], [-3.162, -3.250, -0.103], [-2.541, -1.832, 0.782], [-2.031, -3.469, 1.254], [-2.250, -2.130, -2.723], [-0.540, -2.292, -3.180], [-1.100, -0.836, -2.318], [-1.025, -5.085, -1.555], [0.067, -4.994, -0.154], [0.642, -4.504, -1.771]],
  "mulliken_charge": [0.912, -0.751, -0.310, -0.617, -0.251, -0.109, -0.705, 0.338, 0.232, 0.311, 0.261, 0.443, 0.545, 0.164, 0.314, 0.203, 0.272, -1.148, -0.165, -0.291, 1.047, -0.416, -0.498, -0.300, -0.041, -1.156, 0.388, 0.317, 0.277, 0.301, 0.351, 0.092, 0.315, 0.279, 0.393, 0.336, -0.964, 0.512, -0.976, -1.119, -0.089, 0.437, 0.255, 0.367, 0.415, 0.352, 0.271, 0.435, 0.388, 0.382]
}

---

[3]
{
  "formula": "C2H3N5O",
  "method": "the ωB97M-V functional and the def2-TZVPD basis",
  "charge": 0,
  "homo_lumo_gap_ev": 8.9059,
  "de_lowest_kj_mol": 440.68,
  "largest_force_ha_per_bohr": 0.0658,
  "e_tot_ha": -426.88977,
  "smiles": "[H]/N=c1/nnon1/C=N/[H]",
  "elements": ["H", "N", "C", "N", "N", "O", "N", "C", "N", "H", "H"],
  "positions_angstrom": [[0.158, -1.980, 1.235], [-0.798, -1.883, 0.880], [-0.992, -0.850, 0.202], [-2.243, -0.441, -0.289], [-2.251, 0.622, -0.890], [-0.932, 1.124, -0.862], [-0.168, 0.236, -0.161], [1.170, 0.436, 0.004], [1.711, 1.539, -0.445], [2.726, 1.559, -0.265], [1.619, -0.363, 0.591]],
  "mulliken_charge": [0.216, -0.595, 0.554, -0.222, -0.019, -0.123, 0.165, 0.144, -0.557, 0.237, 0.200]
}

---

[4]
{
  "formula": "C4H12",
  "method": "the ωB97M-V functional and the def2-TZVPD basis",
  "charge": 0,
  "homo_lumo_gap_ev": 12.7812,
  "de_lowest_kj_mol": 12.28,
  "largest_force_ha_per_bohr": 0.0245,
  "e_tot_ha": -159.58029,
  "smiles": "CC.CC",
  "elements": ["C", "C", "H", "H", "H", "H", "H", "H", "C", "C", "H", "H", "H", "H", "H", "H"],
  "positions_angstrom": [[-0.043, -0.272, -2.392], [1.024, -1.106, -1.717], [-1.039, -0.685, -2.229], [-0.042, 0.751, -2.012], [0.110, -0.223, -3.470], [0.810, -1.106, -0.645], [1.144, -2.075, -2.192], [1.985, -0.583, -1.749], [-0.782, -0.009, 1.949], [-0.165, 1.377, 2.159], [-1.808, -0.013, 2.338], [-0.901, -0.295, 0.902], [-0.286, -0.831, 2.464], [0.836, 1.363, 1.724], [-0.099, 1.566, 3.224], [-0.744, 2.139, 1.646]],
  "mulliken_charge": [-0.875, -0.666, 0.264, 0.259, 0.339, 0.148, 0.293, 0.249, -0.743, -0.805, 0.311, 0.113, 0.290, 0.250, 0.309, 0.265]
}

---

[5]
{
  "formula": "C24H24CdClO6P",
  "method": "the ωB97M-V functional and the def2-TZVPD basis",
  "charge": -2,
  "homo_lumo_gap_ev": [5.1665, 5.1656],
  "de_lowest_kj_mol": 92.03,
  "largest_force_ha_per_bohr": 0.0241,
  "e_tot_ha": -2349.37464,
  "elements": ["Cd", "O", "C", "O", "C", "P", "C", "C", "C", "C", "C", "C", "C", "C", "C", "C", "C", "C", "H", "H", "H", "H", "H", "H", "H", "H", "H", "H", "H", "H", "C", "C", "C", "C", "C", "C", "C", "C", "C", "C", "H", "H", "H", "H", "H", "H", "H", "H", "H", "H", "H", "H", "O", "Cl", "O", "O", "O"],
  "positions_angstrom": [[1.250, 1.258, 0.431], [-0.704, 1.758, 4.990], [-0.811, 1.282, 3.858], [-0.096, 1.481, 2.825], [-1.931, 0.248, 3.537], [-1.458, -0.209, 1.803], [-0.143, -1.467, 2.083], [0.834, -1.391, 3.073], [1.778, -2.401, 3.214], [1.760, -3.503, 2.373], [0.824, -3.563, 1.349], [-0.104, -2.547, 1.195], [-2.870, -1.464, 1.645], [-3.057, -2.587, 2.454], [-4.223, -3.333, 2.385], [-5.230, -2.981, 1.494], [-5.044, -1.896, 0.651], [-3.874, -1.152, 0.730], [-2.909, 0.736, 3.529], [-1.980, -0.591, 4.233], [0.860, -0.542, 3.743], [2.533, -2.328, 3.988], [2.477, -4.305, 2.508], [0.820, -4.405, 0.667], [-0.818, -2.587, 0.385], [-2.278, -2.882, 3.148], [-4.358, -4.192, 3.034], [-6.150, -3.554, 1.455], [-5.813, -1.631, -0.066], [-3.718, -0.303, 0.072], [-0.743, 1.001, -2.453], [0.653, 0.368, -2.524], [0.585, -0.784, -3.547], [0.956, -0.269, -1.142], [1.716, 1.352, -3.012], [1.430, 2.665, -3.383], [2.435, 3.549, -3.755], [3.757, 3.145, -3.775], [4.061, 1.831, -3.445], [3.055, 0.952, -3.090], [-1.446, 0.229, -2.137], [-1.071, 1.389, -3.424], [-0.762, 1.806, -1.714], [-0.147, -1.523, -3.215], [1.552, -1.277, -3.656], [0.284, -0.400, -4.527], [1.966, -0.720, -1.225], [0.416, 3.036, -3.344], [2.181, 4.572, -3.993], [4.541, 3.856, -4.006], [5.095, 1.502, -3.441], [3.320, -0.066, -2.832], [2.110, 4.983, 1.545], [2.118, 4.562, 0.173], [2.458, 5.693, -0.659], [0.816, 4.073, -0.201], [3.098, 3.523, -0.007]],
  "mulliken_charge": [0.799, -0.787, 0.161, -0.474, -0.885, 0.364, 0.721, -0.364, -0.514, -0.446, -0.687, -0.580, -0.014, 0.088, -0.706, -0.378, -0.445, -0.525, 0.483, 0.362, 0.316, 0.361, 0.330, 0.355, 0.349, 0.385, 0.356, 0.340, 0.371, 0.276, -1.958, 2.361, -1.947, -1.474, 0.225, -0.010, -0.727, -0.319, -0.853, -0.210, 0.307, 0.485, 0.304, 0.417, 0.374, 0.432, 0.527, 0.267, 0.327, 0.344, 0.316, 0.247, -0.671, 1.678, -0.716, -0.682, -0.662]
}

---

[6]
{
  "formula": "CH2NO3S",
  "method": "the ωB97M-V functional and the def2-TZVPD basis",
  "charge": -1,
  "homo_lumo_gap_ev": [7.1762, 6.0768],
  "de_lowest_kj_mol": 297.77,
  "largest_force_ha_per_bohr": 0.0663,
  "e_tot_ha": -717.92801,
  "elements": ["C", "N", "O", "O", "O", "S", "H", "H"],
  "positions_angstrom": [[-0.136, 2.077, -0.576], [-1.241, 1.406, -0.304], [-1.710, 0.169, -2.397], [-0.102, 3.289, -0.441], [-1.062, -2.392, 0.054], [-1.969, 0.187, -0.953], [0.742, 1.664, -1.124], [-0.308, -1.758, 0.026]],
  "mulliken_charge": [0.168, -0.289, -0.471, -0.556, -0.896, 0.551, 0.296, 0.196]
}

---

What did the second record say?
{
  "formula": "C11H29AsO5PRuS2",
  "method": "the ωB97M-V functional and the def2-TZVPD basis",
  "charge": 2,
  "s2": 0.76,
  "homo_lumo_gap_ev": [7.6239, 8.0257],
  "de_lowest_kj_mol": 32.92,
  "multiplicity": 2,
  "largest_force_ha_per_bohr": 0.0187,
  "e_tot_ha": -4280.62058,
  "elements": ["Ru", "C", "O", "C", "C", "O", "C", "H", "H", "H", "H", "H", "H", "H", "H", "H", "H", "C", "C", "O", "P", "S", "S", "O", "C", "C", "H", "H", "H", "H", "H", "H", "H", "H", "H", "H", "C", "As", "C", "C", "O", "H", "H", "H", "H", "H", "H", "H", "H", "H"],
  "positions_angstrom": [[0.907, 0.037, 0.239], [2.714, -1.072, -1.944], [2.694, -0.147, -0.832], [3.771, -0.345, 0.126], [3.312, -1.363, 1.125], [2.163, -0.738, 1.742], [1.553, -1.532, 2.788], [3.722, -1.088, -2.352], [2.027, -0.679, -2.688], [2.411, -2.067, -1.623], [3.902, 0.624, 0.602], [4.699, -0.620, -0.374], [4.083, -1.575, 1.867], [2.992, -2.298, 0.661], [2.338, -1.813, 3.486], [1.077, -2.410, 2.361], [0.829, -0.891, 3.282], [-3.284, 2.970, 3.218], [-2.717, 3.468, 1.919], [-1.266, 3.184, 1.906], [-0.483, 2.564, 0.731], [1.351, 2.038, 1.318], [-1.248, 0.787, 0.065], [-0.505, 3.636, -0.393], [-0.069, 3.487, -1.782], [-1.225, 3.799, -2.693], [-4.346, 3.212, 3.258], [-2.790, 3.448, 4.062], [-3.172, 1.890, 3.309], [-2.800, 4.546, 1.809], [-3.172, 2.986, 1.052], [0.307, 2.472, -1.925], [0.755, 4.186, -1.901], [-2.051, 3.105, -2.533], [-0.900, 3.721, -3.730], [-1.584, 4.813, -2.523], [-2.303, -2.827, 0.417], [-0.809, -2.754, -0.763], [-1.226, -1.911, -2.426], [-0.211, -4.525, -1.096], [0.494, -1.929, 0.003], [-3.162, -3.250, -0.103], [-2.541, -1.832, 0.782], [-2.031, -3.469, 1.254], [-2.250, -2.130, -2.723], [-0.540, -2.292, -3.180], [-1.100, -0.836, -2.318], [-1.025, -5.085, -1.555], [0.067, -4.994, -0.154], [0.642, -4.504, -1.771]],
  "mulliken_charge": [0.912, -0.751, -0.310, -0.617, -0.251, -0.109, -0.705, 0.338, 0.232, 0.311, 0.261, 0.443, 0.545, 0.164, 0.314, 0.203, 0.272, -1.148, -0.165, -0.291, 1.047, -0.416, -0.498, -0.300, -0.041, -1.156, 0.388, 0.317, 0.277, 0.301, 0.351, 0.092, 0.315, 0.279, 0.393, 0.336, -0.964, 0.512, -0.976, -1.119, -0.089, 0.437, 0.255, 0.367, 0.415, 0.352, 0.271, 0.435, 0.388, 0.382]
}

---

What did the fourth record say?
{
  "formula": "C4H12",
  "method": "the ωB97M-V functional and the def2-TZVPD basis",
  "charge": 0,
  "homo_lumo_gap_ev": 12.7812,
  "de_lowest_kj_mol": 12.28,
  "largest_force_ha_per_bohr": 0.0245,
  "e_tot_ha": -159.58029,
  "smiles": "CC.CC",
  "elements": ["C", "C", "H", "H", "H", "H", "H", "H", "C", "C", "H", "H", "H", "H", "H", "H"],
  "positions_angstrom": [[-0.043, -0.272, -2.392], [1.024, -1.106, -1.717], [-1.039, -0.685, -2.229], [-0.042, 0.751, -2.012], [0.110, -0.223, -3.470], [0.810, -1.106, -0.645], [1.144, -2.075, -2.192], [1.985, -0.583, -1.749], [-0.782, -0.009, 1.949], [-0.165, 1.377, 2.159], [-1.808, -0.013, 2.338], [-0.901, -0.295, 0.902], [-0.286, -0.831, 2.464], [0.836, 1.363, 1.724], [-0.099, 1.566, 3.224], [-0.744, 2.139, 1.646]],
  "mulliken_charge": [-0.875, -0.666, 0.264, 0.259, 0.339, 0.148, 0.293, 0.249, -0.743, -0.805, 0.311, 0.113, 0.290, 0.250, 0.309, 0.265]
}

---

What did the second record say?
{
  "formula": "C11H29AsO5PRuS2",
  "method": "the ωB97M-V functional and the def2-TZVPD basis",
  "charge": 2,
  "s2": 0.76,
  "homo_lumo_gap_ev": [7.6239, 8.0257],
  "de_lowest_kj_mol": 32.92,
  "multiplicity": 2,
  "largest_force_ha_per_bohr": 0.0187,
  "e_tot_ha": -4280.62058,
  "elements": ["Ru", "C", "O", "C", "C", "O", "C", "H", "H", "H", "H", "H", "H", "H", "H", "H", "H", "C", "C", "O", "P", "S", "S", "O", "C", "C", "H", "H", "H", "H", "H", "H", "H", "H", "H", "H", "C", "As", "C", "C", "O", "H", "H", "H", "H", "H", "H", "H", "H", "H"],
  "positions_angstrom": [[0.907, 0.037, 0.239], [2.714, -1.072, -1.944], [2.694, -0.147, -0.832], [3.771, -0.345, 0.126], [3.312, -1.363, 1.125], [2.163, -0.738, 1.742], [1.553, -1.532, 2.788], [3.722, -1.088, -2.352], [2.027, -0.679, -2.688], [2.411, -2.067, -1.623], [3.902, 0.624, 0.602], [4.699, -0.620, -0.374], [4.083, -1.575, 1.867], [2.992, -2.298, 0.661], [2.338, -1.813, 3.486], [1.077, -2.410, 2.361], [0.829, -0.891, 3.282], [-3.284, 2.970, 3.218], [-2.717, 3.468, 1.919], [-1.266, 3.184, 1.906], [-0.483, 2.564, 0.731], [1.351, 2.038, 1.318], [-1.248, 0.787, 0.065], [-0.505, 3.636, -0.393], [-0.069, 3.487, -1.782], [-1.225, 3.799, -2.693], [-4.346, 3.212, 3.258], [-2.790, 3.448, 4.062], [-3.172, 1.890, 3.309], [-2.800, 4.546, 1.809], [-3.172, 2.986, 1.052], [0.307, 2.472, -1.925], [0.755, 4.186, -1.901], [-2.051, 3.105, -2.533], [-0.900, 3.721, -3.730], [-1.584, 4.813, -2.523], [-2.303, -2.827, 0.417], [-0.809, -2.754, -0.763], [-1.226, -1.911, -2.426], [-0.211, -4.525, -1.096], [0.494, -1.929, 0.003], [-3.162, -3.250, -0.103], [-2.541, -1.832, 0.782], [-2.031, -3.469, 1.254], [-2.250, -2.130, -2.723], [-0.540, -2.292, -3.180], [-1.100, -0.836, -2.318], [-1.025, -5.085, -1.555], [0.067, -4.994, -0.154], [0.642, -4.504, -1.771]],
  "mulliken_charge": [0.912, -0.751, -0.310, -0.617, -0.251, -0.109, -0.705, 0.338, 0.232, 0.311, 0.261, 0.443, 0.545, 0.164, 0.314, 0.203, 0.272, -1.148, -0.165, -0.291, 1.047, -0.416, -0.498, -0.300, -0.041, -1.156, 0.388, 0.317, 0.277, 0.301, 0.351, 0.092, 0.315, 0.279, 0.393, 0.336, -0.964, 0.512, -0.976, -1.119, -0.089, 0.437, 0.255, 0.367, 0.415, 0.352, 0.271, 0.435, 0.388, 0.382]
}